No. 1
Formula: C30H30BaN6O2S4
Source: the Open Molecules 2025 dataset
Level of theory: wB97M-V/def2-TZVPD

HOMO = -13.207 eV
2S+1 = 1
energy above the lowest of the compared OMol25 structures with the same formula, charge and spin = 0.000 eV
net charge = +2

The geometry in XYZ format:
```
73
C30H30BaN6O2S4, DFT wB97M-V/def2-TZVPD
Ba 0.4128 -1.0629 -0.5825
C -3.7915 1.9091 -2.2709
C -4.1267 0.9200 -1.1592
S -2.8638 -0.2980 -0.6820
C -3.1790 -1.7967 -1.6549
C -2.7422 -1.8324 -3.1137
S -1.0587 -1.2631 -3.4942
C -1.1225 0.5562 -3.5749
C -2.1502 1.2040 -4.4896
S -3.8817 1.2243 -3.9465
H -2.8191 2.3757 -2.1107
H -4.5305 2.7107 -2.2306
H -5.0323 0.3598 -1.3932
H -4.3196 1.4664 -0.2344
H -4.2446 -2.0243 -1.5864
H -2.6671 -2.5766 -1.0832
H -3.4327 -1.2794 -3.7405
H -2.7532 -2.8689 -3.4599
H -0.1273 0.8039 -3.9534
H -1.2052 0.9730 -2.5702
H -2.1746 0.7053 -5.4598
H -1.8350 2.2338 -4.6675
O 5.1911 2.8472 -5.0518
C 4.2229 3.5320 -4.2952
C 3.4545 2.5372 -3.4730
C 2.4016 2.9501 -2.6631
C 1.7328 1.9978 -1.9266
N 2.0337 0.6948 -1.9415
C 3.0530 0.2907 -2.7152
C 3.7768 1.1887 -3.4901
C 3.3905 -1.1666 -2.6906
C 4.3865 -1.6849 -3.5063
C 4.7076 -3.0323 -3.4361
C 5.7829 -3.6222 -4.3030
O 6.3036 -2.6133 -5.1347
C 4.0086 -3.8232 -2.5332
C 3.0235 -3.2366 -1.7676
N 2.7018 -1.9399 -1.8349
H 5.7132 3.4784 -5.5563
H 3.5162 4.0738 -4.9345
H 4.6784 4.2618 -3.6159
H 2.1101 3.9905 -2.6020
H 0.9070 2.2974 -1.2861
H 4.6002 0.8706 -4.1084
H 4.9275 -1.0688 -4.2058
H 5.3489 -4.4434 -4.8849
H 6.5543 -4.0503 -3.6524
H 7.0086 -2.9760 -5.6796
H 4.2216 -4.8789 -2.4261
H 2.4606 -3.8346 -1.0595
S 1.2763 -7.6107 4.4669
N 0.7403 -7.5303 2.9518
C 0.7681 -6.2518 2.6076
C 0.3493 -5.7129 1.3299
C -0.1349 -6.5221 0.2996
C -0.5283 -5.9365 -0.8814
C -0.4347 -4.5528 -0.9888
N 0.0268 -3.7648 -0.0249
C 0.4308 -4.3293 1.1317
C 0.9738 -3.4488 2.1859
N 1.0801 -2.1300 1.9207
C 1.5691 -1.3341 2.8627
C 1.9805 -1.7764 4.1165
C 1.8833 -3.1186 4.3945
C 1.3754 -3.9777 3.4169
C 1.2580 -5.4066 3.6261
N 1.5947 -6.0558 4.7299
H -0.1918 -7.5919 0.4532
H -0.9078 -6.5220 -1.7064
H -0.7456 -4.0613 -1.9071
H 1.6441 -0.2785 2.6180
H 2.3667 -1.0737 4.8405
H 2.1904 -3.5279 5.3481
```

No. 2
Formula: C30H30BaN6O2S4
Source: the Open Molecules 2025 dataset
Level of theory: wB97M-V/def2-TZVPD

HOMO = -13.657 eV
2S+1 = 1
energy above the lowest of the compared OMol25 structures with the same formula, charge and spin = 0.088 eV
net charge = +2

The geometry in XYZ format:
```
73
C30H30BaN6O2S4, DFT wB97M-V/def2-TZVPD
Ba 0.3007 0.4373 -1.2811
C 0.0808 5.1109 -2.0897
C 1.2250 4.8707 -1.1163
S 1.0640 3.5211 0.1030
C -0.1931 4.1239 1.2734
C -1.6284 4.1125 0.7731
S -2.1140 2.4958 0.0526
C -3.0878 2.9816 -1.4104
C -2.4455 3.8789 -2.4645
S -0.6758 3.6209 -2.8572
H 0.4664 5.7017 -2.9219
H -0.7177 5.6810 -1.6210
H 1.4092 5.7886 -0.5518
H 2.1343 4.6067 -1.6550
H 0.0904 5.1330 1.5772
H -0.0832 3.4639 2.1346
H -1.7923 4.8746 0.0181
H -2.2984 4.3063 1.6087
H -3.9914 3.4713 -1.0416
H -3.3595 2.0144 -1.8343
H -2.5489 4.9311 -2.2019
H -2.9730 3.7261 -3.4080
O -2.2200 -1.1488 5.4401
C -0.9555 -0.5629 5.2856
C -0.6048 -0.4795 3.8310
C 0.6134 0.0458 3.4045
C 0.8477 0.1407 2.0481
N -0.0140 -0.2606 1.1186
C -1.1664 -0.8166 1.5121
C -1.4978 -0.9173 2.8617
C -2.1010 -1.3152 0.4806
C -3.0734 -2.2582 0.8105
C -4.0085 -2.6567 -0.1368
C -5.0946 -3.6266 0.2172
O -4.8556 -4.1746 1.4841
C -3.9178 -2.0966 -1.4082
C -2.8862 -1.2151 -1.6675
N -1.9935 -0.8255 -0.7606
H -2.4563 -1.1536 6.3731
H -0.1753 -1.1456 5.8001
H -0.9370 0.4566 5.7025
H 1.3523 0.3767 4.1160
H 1.7792 0.5557 1.6790
H -2.4433 -1.3155 3.1894
H -3.1245 -2.7102 1.7860
H -5.1429 -4.4151 -0.5489
H -6.0516 -3.0803 0.1907
H -5.6064 -4.7211 1.7393
H -4.6278 -2.3480 -2.1795
H -2.7762 -0.7949 -2.6610
S 6.8683 -4.4199 -1.3995
N 6.7477 -2.8172 -1.3539
C 5.4648 -2.4790 -1.3426
C 4.9244 -1.1571 -1.3051
C 5.7405 -0.0233 -1.2421
C 5.1443 1.2167 -1.2104
C 3.7521 1.2809 -1.2462
N 2.9626 0.2235 -1.3004
C 3.5178 -0.9982 -1.3309
C 2.6455 -2.1614 -1.3814
N 1.3180 -1.9699 -1.4223
C 0.5215 -3.0228 -1.4371
C 0.9706 -4.3410 -1.4131
C 2.3282 -4.5683 -1.3914
C 3.1905 -3.4666 -1.3797
C 4.6112 -3.6164 -1.3712
N 5.2951 -4.7527 -1.4008
H 6.8114 -0.1505 -1.2189
H 5.7310 2.1195 -1.1602
H 3.2515 2.2399 -1.2227
H -0.5375 -2.8086 -1.4648
H 0.2639 -5.1553 -1.4157
H 2.7542 -5.5592 -1.3808
```

No. 3
Formula: C30H30Br2GeN3OPY
Source: the Open Molecules 2025 dataset
Level of theory: wB97M-V/def2-TZVPD

HOMO = -10.393 eV
2S+1 = 1
energy above the lowest of the compared OMol25 structures with the same formula, charge and spin = 0.717 eV
net charge = +1

The geometry in XYZ format:
```
69
C30H30Br2GeN3OPY, DFT wB97M-V/def2-TZVPD
Y -0.7121 0.0572 0.1949
Br 0.4213 2.2824 -4.2134
C -0.4369 0.6014 -4.1782
C -0.7894 -0.0370 -5.3817
C -1.3903 -1.2611 -5.3578
Br -1.8510 -2.0845 -6.9996
C -1.6663 -1.9139 -4.1271
C -2.2882 -3.1709 -3.9953
C -2.5055 -3.6814 -2.7448
C -2.0982 -2.9474 -1.6208
N -1.5038 -1.7755 -1.6971
C -1.2978 -1.2528 -2.9359
C -0.6877 0.0282 -2.9557
O -0.3670 0.5678 -1.8001
H -0.5797 0.4531 -6.3216
H -2.5900 -3.7127 -4.8811
H -2.9866 -4.6387 -2.6047
H -2.2736 -3.3415 -0.6277
N 2.1538 1.9331 1.5806
P 1.6677 1.9021 -0.0667
C 2.6267 3.2401 -0.8006
C 1.9406 4.3131 -1.3602
C 2.6470 5.3716 -1.9130
C 4.0334 5.3572 -1.9054
C 4.7226 4.2845 -1.3501
C 4.0227 3.2233 -0.8033
C 2.3741 0.3386 -0.6654
C 2.8794 0.1925 -1.9514
C 3.1380 -1.0771 -2.4522
C 2.8765 -2.2073 -1.6866
C 2.3669 -2.0713 -0.4036
C 2.1244 -0.8026 0.1089
C 1.2413 1.7503 2.5942
C 1.5107 2.2113 3.8870
C 0.5676 2.0387 4.8708
C -0.6395 1.4138 4.5568
C -0.8191 0.9660 3.2751
N 0.1012 1.1036 2.2919
H 3.0485 2.3134 1.8523
H 0.8577 4.3130 -1.3715
H 2.1153 6.2048 -2.3520
H 4.5836 6.1818 -2.3381
H 5.8042 4.2737 -1.3531
H 4.5604 2.3751 -0.3942
H 3.0466 1.0654 -2.5697
H 3.5360 -1.1864 -3.4523
H 3.0731 -3.1919 -2.0880
H 2.1729 -2.9492 0.1993
H 1.7838 -0.7081 1.1435
H 2.4460 2.7140 4.0911
H 0.7558 2.3942 5.8749
H -1.4101 1.2642 5.2984
H -1.7240 0.4460 2.9969
C -4.2070 -0.4737 3.5349
Ge -3.0460 -1.9491 2.9386
C -1.7121 -2.3617 4.3218
C -4.1652 -3.5379 2.6807
C -2.1411 -1.4883 1.2648
H -4.8727 -0.8198 4.3257
H -4.8253 -0.1172 2.7101
H -3.6397 0.3689 3.9281
H -2.1968 -2.8399 5.1733
H -1.1965 -1.4689 4.6799
H -0.9652 -3.0540 3.9304
H -4.6444 -3.8092 3.6223
H -3.5665 -4.3866 2.3488
H -4.9460 -3.3561 1.9419
H -2.9307 -1.4976 0.4936
H -1.5280 -2.3735 1.0086
```

It is found that the orbital gap values, taken in the order of the records, are 7.9 8.3 7.3 eV.